A cluster of 11 separate species, C66H154O33 in total at a distorted geometry. Source: the Open Molecules 2025 dataset; level of theory: the ωB97M-V functional and the def2-TZVPD basis.

CARTESIAN COORDINATES (ANGSTROEM)
C: 7.290 -3.389 2.585
O: 6.293 -2.543 3.161
C: 5.551 -3.135 4.174
C: 4.569 -4.268 3.717
O: 3.973 -4.204 2.434
C: 3.045 -3.055 2.310
C: 2.828 -2.616 0.891
O: 2.162 -3.632 0.230
C: 2.411 -3.658 -1.139
H: 6.930 -4.389 2.343
H: 8.201 -3.528 3.167
H: 7.581 -2.928 1.641
H: 4.961 -2.334 4.618
H: 6.199 -3.518 4.963
H: 3.848 -4.439 4.516
H: 5.178 -5.171 3.677
H: 3.375 -2.157 2.832
H: 2.074 -3.290 2.746
H: 3.814 -2.392 0.483
H: 2.307 -1.660 0.836
H: 2.309 -2.671 -1.591
H: 1.760 -4.414 -1.580
H: 3.423 -3.945 -1.424
C: 3.033 4.041 2.201
O: 2.316 3.165 3.014
C: 2.974 1.924 3.340
C: 1.943 0.964 4.064
O: 0.888 0.718 3.110
C: -0.316 0.102 3.701
C: -0.187 -1.351 4.286
O: -1.372 -1.803 4.890
C: -1.165 -2.835 5.839
H: 3.331 3.778 1.186
H: 3.926 4.208 2.804
H: 2.570 5.027 2.148
H: 3.834 2.091 3.989
H: 3.346 1.501 2.407
H: 1.574 1.400 4.992
H: 2.419 0.021 4.334
H: -0.970 -0.037 2.840
H: -0.830 0.820 4.339
H: 0.732 -1.418 4.870
H: 0.052 -2.107 3.539
H: -2.108 -3.058 6.338
H: -0.463 -2.512 6.607
H: -0.830 -3.706 5.277
C: 2.640 9.231 -9.492
O: 2.550 8.950 -8.072
C: 3.642 9.416 -7.248
C: 4.981 8.527 -7.286
O: 4.793 7.112 -6.931
C: 4.419 6.798 -5.622
C: 5.197 5.518 -5.302
O: 4.978 5.218 -3.947
C: 3.974 4.257 -3.706
H: 3.142 8.528 -10.157
H: 3.109 10.189 -9.715
H: 1.657 9.262 -9.963
H: 3.257 9.544 -6.236
H: 4.003 10.411 -7.506
H: 5.805 8.870 -6.659
H: 5.367 8.474 -8.304
H: 3.342 6.648 -5.540
H: 4.680 7.557 -4.885
H: 6.260 5.751 -5.243
H: 5.162 4.752 -6.077
H: 4.321 3.245 -3.916
H: 3.159 4.472 -4.397
H: 3.677 4.356 -2.662
C: 4.344 -3.474 7.289
O: 4.030 -4.851 7.377
C: 2.647 -5.116 7.694
C: 1.637 -4.833 6.608
O: 1.798 -5.705 5.444
C: 0.934 -5.511 4.269
C: 1.322 -6.375 3.032
O: 0.311 -6.183 1.987
C: 0.692 -6.676 0.676
H: 3.683 -2.779 6.772
H: 5.371 -3.347 6.946
H: 4.502 -3.058 8.284
H: 2.268 -4.501 8.511
H: 2.515 -6.157 7.988
H: 1.678 -3.776 6.344
H: 0.689 -4.981 7.124
H: 0.973 -4.450 4.022
H: -0.132 -5.614 4.470
H: 1.445 -7.405 3.365
H: 2.357 -6.111 2.812
H: -0.116 -6.344 0.023
H: 0.876 -7.750 0.686
H: 1.558 -6.089 0.370
C: -1.232 -3.423 1.084
O: -2.478 -2.907 0.503
C: -2.360 -2.007 -0.622
C: -1.568 -0.731 -0.458
O: -2.121 0.264 0.417
C: -2.031 1.575 -0.166
C: -0.737 2.389 0.212
O: 0.241 2.143 -0.825
C: 1.414 2.932 -0.733
H: -1.437 -4.225 1.794
H: -0.655 -2.622 1.546
H: -0.617 -3.798 0.266
H: -3.383 -1.840 -0.960
H: -1.945 -2.517 -1.491
H: -1.368 -0.545 -1.513
H: -0.623 -1.080 -0.042
H: -2.861 2.165 0.223
H: -2.099 1.538 -1.253
H: -0.348 2.214 1.215
H: -0.986 3.447 0.130
H: 2.139 2.465 -0.067
H: 1.280 3.981 -0.468
H: 2.059 2.899 -1.610
C: -12.559 -5.322 -2.879
O: -11.277 -4.789 -3.229
C: -11.059 -3.492 -2.714
C: -9.673 -2.850 -2.873
O: -8.689 -3.341 -2.032
C: -8.367 -4.680 -2.067
C: -6.967 -5.088 -1.634
O: -6.642 -4.890 -0.249
C: -5.212 -5.161 0.062
H: -13.358 -4.849 -3.451
H: -12.790 -5.237 -1.817
H: -12.470 -6.395 -3.048
H: -11.382 -3.519 -1.673
H: -11.861 -2.876 -3.118
H: -9.755 -1.764 -2.843
H: -9.456 -2.899 -3.940
H: -8.337 -4.950 -3.123
H: -9.060 -5.274 -1.471
H: -6.355 -4.557 -2.364
H: -6.863 -6.161 -1.798
H: -5.098 -5.265 1.141
H: -4.583 -4.300 -0.163
H: -4.809 -6.126 -0.245
C: 0.412 5.716 -5.299
O: -0.866 5.749 -4.652
C: -1.825 4.745 -4.948
C: -1.669 3.396 -4.253
O: -0.389 2.829 -4.568
C: -0.337 1.443 -4.245
C: 1.132 0.947 -4.227
O: 1.604 0.778 -5.533
C: 2.136 1.962 -6.099
H: 0.355 5.597 -6.381
H: 1.159 5.008 -4.939
H: 0.809 6.692 -5.019
H: -1.914 4.613 -6.026
H: -2.694 5.254 -4.530
H: -2.464 2.682 -4.469
H: -1.743 3.648 -3.195
H: -1.005 0.811 -4.829
H: -0.557 1.412 -3.178
H: 1.283 -0.047 -3.808
H: 1.768 1.593 -3.621
H: 2.611 1.625 -7.020
H: 2.947 2.382 -5.504
H: 1.392 2.673 -6.458
C: -2.708 -8.720 -0.171
O: -3.206 -8.115 -1.363
C: -2.534 -6.861 -1.607
C: -3.018 -6.229 -2.963
O: -1.993 -5.175 -3.087
C: -2.020 -4.390 -4.308
C: -3.338 -3.573 -4.329
O: -3.178 -2.394 -3.534
C: -4.313 -1.551 -3.589
H: -1.752 -9.174 -0.433
H: -3.437 -9.506 0.026
H: -2.516 -8.026 0.647
H: -1.459 -7.034 -1.574
H: -2.711 -6.044 -0.908
H: -3.996 -5.751 -2.898
H: -2.908 -7.057 -3.662
H: -1.832 -5.021 -5.176
H: -1.134 -3.755 -4.313
H: -4.236 -4.147 -4.098
H: -3.464 -3.240 -5.360
H: -4.037 -0.676 -2.999
H: -5.159 -1.966 -3.041
H: -4.726 -1.413 -4.588
C: -0.786 4.781 3.499
O: -1.833 4.813 2.542
C: -2.774 5.889 2.599
C: -2.124 7.306 2.560
O: -1.559 7.473 1.290
C: -0.354 8.332 1.232
C: 0.203 8.157 -0.169
O: 0.699 6.875 -0.521
C: 0.996 6.656 -1.904
H: -0.076 5.574 3.266
H: -0.202 3.877 3.324
H: -1.251 4.872 4.480
H: -3.564 5.850 3.348
H: -3.380 5.956 1.695
H: -1.324 7.385 3.297
H: -2.844 8.065 2.866
H: 0.309 7.878 1.969
H: -0.499 9.383 1.483
H: 0.928 8.958 -0.314
H: -0.701 8.235 -0.773
H: 1.889 7.241 -2.123
H: 0.316 6.930 -2.710
H: 1.191 5.598 -2.079
C: -4.711 -4.529 5.650
O: -5.378 -3.427 5.040
C: -5.817 -3.567 3.722
C: -6.496 -2.375 3.152
O: -5.909 -1.097 3.397
C: -4.633 -0.759 2.822
C: -4.480 0.696 2.464
O: -5.102 1.400 3.550
C: -5.084 2.834 3.295
H: -3.741 -4.539 5.152
H: -5.183 -5.469 5.363
H: -4.416 -4.488 6.698
H: -6.572 -4.352 3.681
H: -4.958 -3.895 3.136
H: -7.525 -2.345 3.511
H: -6.538 -2.291 2.066
H: -4.464 -1.364 1.931
H: -3.873 -1.023 3.557
H: -5.019 0.835 1.526
H: -3.425 0.940 2.341
H: -4.087 3.272 3.252
H: -5.563 3.403 4.092
H: -5.560 3.043 2.337
C: 5.495 1.514 -1.086
O: 6.288 2.274 -2.048
C: 7.649 2.170 -1.958
C: 8.283 2.719 -0.624
O: 8.071 2.014 0.616
C: 8.095 2.915 1.705
C: 7.882 2.180 3.061
O: 6.684 1.583 3.170
C: 6.592 0.228 2.686
H: 5.680 0.440 -1.106
H: 4.439 1.624 -1.331
H: 5.648 1.942 -0.095
H: 8.068 2.786 -2.754
H: 7.932 1.124 -2.085
H: 7.884 3.733 -0.638
H: 9.354 2.814 -0.806
H: 7.422 3.772 1.742
H: 9.033 3.469 1.746
H: 8.035 3.005 3.757
H: 8.695 1.499 3.313
H: 6.684 0.056 1.614
H: 5.637 -0.245 2.915
H: 7.320 -0.430 3.161

Computed properties:
Spin multiplicity   1
SMILES   COCCOCCOC.COCCOCCOC.COCCOCCOC.COCCOCCOC.COCCOCCOC.COCCOCCOC.COCCOCCOC.COCCOCCOC.COCCOCCOC.COCCOCCOC.COCCOCCOC
Molar mass   1475.92 g/mol
ΔE to the lowest compared entry with this formula, charge and spin   582.2 kJ/mol
LUMO energy   0.54 eV
Kohn-Sham gap   9.112 eV
E   -5089.06757 hartree